(1)
The following is a quantum chemistry calculation of C10H11Br2N in the gas phase, from OMol25.

Values from the calculation:
E ... -5590.42823 Ha
Spin multiplicity ... 1
Highest occupied orbital energy ... -7.88 eV
SMILES ... C/C(Br)=C(/C)Nc1ccccc1Br

Each line ends with the Mulliken charge.
Geometry (Å):
C: -1.05527 0.68178 -3.24065  -1.282
C: -0.68238 1.57752 -2.10669  0.337
Br: -0.54628 3.41978 -2.59298  -0.187
C: -0.46178 1.22709 -0.83588  0.386
C: -0.10283 2.21995 0.23441  -1.699
N: -0.66604 -0.10747 -0.45325  -0.052
C: -0.01017 -0.76878 0.56435  0.394
C: -0.72232 -1.64489 1.38923  -0.642
C: -0.10352 -2.33749 2.40903  -0.606
C: 1.25047 -2.16963 2.64422  -0.560
C: 1.98706 -1.34414 1.81298  -0.476
C: 1.36905 -0.66943 0.77601  0.446
Br: 2.48269 0.31035 -0.42964  -0.160
H: -1.12971 -0.35291 -2.91275  0.314
H: -0.29939 0.74226 -4.02348  0.343
H: -2.00644 0.98860 -3.67441  0.338
H: 0.82254 2.74010 -0.00397  0.431
H: 0.00294 1.72765 1.19847  0.391
H: -0.89241 2.96972 0.31091  0.489
H: -1.55904 -0.50738 -0.71492  0.314
H: -1.78103 -1.77274 1.21727  0.341
H: -0.68451 -3.00376 3.02857  0.371
H: 1.73839 -2.69284 3.45005  0.376
H: 3.05000 -1.23336 1.95311  0.393

Forces on atoms 1 to 3 (eV/Å):
0.1 0.1 0.1
0.0 0.0 0.1
0.0 -0.2 0.0

***

(2)
The following is a quantum chemistry calculation of 3 unconnected molecules or ions with the total composition C4H11NO2 in a non-equilibrium geometry, from OMol25.

Values from the calculation:
E ... -364.15838 Ha
Spin multiplicity ... 1
Highest occupied orbital energy ... -8.01 eV
SMILES ... C=CC(=C)N.O.O

Each line ends with the Mulliken charge.
Geometry (Å):
C: 0.40778 1.24413 -0.27760  -0.775
C: 0.47203 -0.01757 0.12643  -0.234
C: -0.51354 -1.05886 -0.24475  0.503
C: -0.93835 -1.91362 0.70321  -0.880
N: -1.11214 -0.90622 -1.50676  -0.472
H: 0.89131 2.16446 0.05913  0.217
H: -0.26262 1.66953 -1.02483  0.310
H: 1.06868 -0.20088 1.01219  0.386
H: -1.02462 -1.59336 1.73562  0.239
H: -1.33971 -2.91117 0.53468  0.252
H: -1.29400 -1.82178 -1.90415  0.241
H: -0.65545 -0.28919 -2.16396  0.206
O: -2.52982 1.86874 -1.29885  -0.679
H: -2.17573 2.64381 -0.85824  0.316
H: -2.23524 1.09072 -0.81279  0.365
O: 3.69960 0.13659 2.29517  -0.618
H: 4.26812 0.85752 2.01326  0.311
H: 4.24383 -0.65549 2.29711  0.313

Forces on atoms 1 to 3 (eV/Å):
-0.4 1.8 -1.0
-1.0 1.2 1.3
-0.1 1.0 0.2

***

(3)
The following is a quantum chemistry calculation of a molecular structure, C52H109AsF6N11O8 in a non-equilibrium geometry, from OMol25.

Values from the calculation:
Net charge ... -1
E ... -6085.95550 Ha
Spin multiplicity ... 1
Highest occupied orbital energy ... -7.02 eV

Each line ends with the Mulliken charge.
Geometry (Å):
As: -0.63996 1.00453 0.73254  1.965
F: -2.37120 1.10993 1.03901  -0.580
F: -0.46431 2.66355 1.32410  -0.514
F: 1.07645 0.98785 0.36009  -0.475
F: -0.79534 -0.62114 0.12259  -0.381
F: -0.86924 1.60995 -0.88958  -0.535
F: -0.43347 0.42252 2.37208  -0.372
C: 5.79583 0.16186 1.20506  -1.007
C: 5.53626 -0.54756 -0.12270  -0.961
C: 4.55249 0.25343 -0.95977  1.317
C: 5.01941 1.60150 -1.30310  -0.105
N: 5.36203 2.66808 -1.54050  -0.596
H: 6.47082 -0.41282 1.83771  0.497
H: 4.86302 0.39092 1.72489  0.076
H: 6.28356 1.11997 1.01152  0.491
H: 5.14383 -1.56170 -0.05408  0.347
H: 6.49230 -0.57431 -0.65352  0.352
H: 3.64699 0.39204 -0.35787  -0.840
H: 4.25230 -0.17274 -1.91888  0.569
C: -2.10671 -0.73381 6.50862  -1.501
C: -2.09010 0.09488 5.23334  0.374
C: -1.53885 1.53053 5.26304  -0.170
C: -0.13479 1.58908 5.70450  0.234
N: 0.96347 1.63323 6.03280  -0.483
H: -1.14328 -1.17623 6.75369  0.260
H: -2.75466 -1.61232 6.43107  0.374
H: -2.57190 -0.17889 7.32710  0.361
H: -3.10475 0.13375 4.82420  0.500
H: -1.59603 -0.43805 4.41558  -0.432
H: -2.14222 2.16921 5.91134  0.611
H: -1.65097 1.94285 4.25971  -0.096
C: -4.53470 3.63986 -1.22189  -1.591
C: -3.20281 3.21590 -1.82647  0.736
C: -2.00831 4.12836 -1.54383  1.323
C: -2.22871 5.51622 -1.97659  -0.062
N: -2.40636 6.59065 -2.33145  -0.613
H: -5.34421 2.97695 -1.53701  0.345
H: -4.83895 4.63569 -1.55234  0.465
H: -4.51690 3.62393 -0.12972  0.321
H: -3.34597 3.17680 -2.91085  0.219
H: -2.95781 2.19606 -1.54700  -0.559
H: -1.21451 3.77226 -2.20503  -0.448
H: -1.66644 4.14801 -0.50953  -0.129
C: 2.05608 6.25737 -0.26631  -1.265
C: 2.79497 4.96697 -0.62558  -0.431
C: 1.93752 3.96039 -1.36393  2.151
C: 1.48442 4.38067 -2.69405  -0.180
N: 1.10927 4.73394 -3.72082  -0.627
H: 1.25961 6.06465 0.44921  0.152
H: 1.62148 6.65804 -1.18838  0.435
H: 2.77168 7.02238 0.03173  0.396
H: 3.29146 4.58401 0.26845  0.217
H: 3.64316 5.21527 -1.27236  0.449
H: 1.04862 3.71179 -0.77591  -0.866
H: 2.49689 3.03672 -1.52821  -0.435
C: -0.26636 -2.18553 -5.18810  -1.578
C: -0.83909 -1.79690 -3.83796  -0.125
C: -0.27771 -0.49363 -3.23823  1.336
C: -0.61666 0.67131 -4.05265  -0.070
N: -0.90489 1.56510 -4.71396  -0.673
H: 0.78849 -1.92057 -5.26677  0.331
H: -0.80095 -1.68369 -5.99775  0.317
H: -0.38867 -3.25986 -5.33292  0.433
H: -0.57607 -2.58339 -3.12561  0.258
H: -1.92868 -1.71935 -3.83290  0.059
H: 0.79624 -0.56096 -3.08354  0.559
H: -0.84711 -0.42667 -2.31054  -0.844
C: 1.18299 -2.68936 2.54180  -0.833
C: 2.34177 -2.14712 3.37659  0.089
C: 1.88612 -1.53667 4.72937  0.810
C: 1.10594 -2.43995 5.56009  -0.060
N: 0.48632 -3.08721 6.27524  -0.638
H: 0.45194 -3.32474 3.03863  0.503
H: 1.61425 -3.20046 1.67925  0.114
H: 0.62063 -1.85615 2.11475  0.051
H: 2.93550 -1.42216 2.82063  -0.389
H: 3.02554 -2.97398 3.58592  0.606
H: 1.19979 -0.70162 4.56479  -0.596
H: 2.73828 -1.21193 5.32447  0.416
C: -0.04213 5.42559 3.16625  -1.027
C: 0.16599 5.24447 4.65325  0.181
C: 1.13052 6.30841 5.20937  -0.729
C: 2.41873 6.51576 4.53426  0.284
N: 3.44024 6.63961 4.03236  -0.496
H: -0.76222 4.74886 2.71075  0.290
H: 0.87951 5.41853 2.58084  0.068
H: -0.40838 6.44596 2.99702  0.482
H: 0.57066 4.27333 4.94603  -0.309
H: -0.80026 5.32444 5.15406  0.473
H: 1.31869 6.13677 6.27078  0.386
H: 0.63435 7.28453 5.18381  0.350
C: -9.56536 -4.71581 -1.65595  -0.763
O: -8.40129 -4.62671 -0.87142  -0.354
C: -8.09797 -3.28760 -0.50054  -0.409
C: -6.93775 -3.32412 0.50929  -0.342
N: -7.18167 -4.34547 1.52432  -0.479
C: -5.98282 -4.63899 2.33699  -0.675
C: -5.20956 -3.42079 2.81618  -0.681
O: -4.37205 -2.97265 1.78852  -0.280
C: -3.58205 -1.85612 2.20215  -0.544
H: -10.17232 -5.55841 -1.32269  0.266
H: -9.37092 -4.86669 -2.72301  0.243
H: -10.17677 -3.81073 -1.60947  0.328
H: -8.97985 -2.80151 -0.07163  0.372
H: -7.76939 -2.72867 -1.37989  0.289
H: -6.77323 -2.31284 0.87894  0.231
H: -6.06238 -3.52177 -0.12790  0.226
H: -7.47667 -5.12230 0.94351  0.290
H: -5.33150 -5.22837 1.67591  0.313
H: -6.27911 -5.29834 3.15329  0.387
H: -4.68603 -3.62489 3.75851  0.472
H: -5.94339 -2.66698 3.14439  0.395
H: -2.94612 -2.24192 3.00792  0.611
H: -4.22164 -1.01956 2.48209  0.325
H: -2.87922 -1.63933 1.40115  -0.210
C: 2.68520 2.06071 3.07548  0.656
O: 4.01741 2.11577 3.59374  -0.439
C: 4.29850 1.43606 4.80482  0.097
C: 5.70941 1.77406 5.24529  -1.197
N: 6.72175 1.28125 4.31880  -0.137
C: 8.04665 1.78929 4.61975  -0.731
C: 9.06645 1.30392 3.61685  -0.599
O: 8.97302 2.05250 2.42882  -0.305
C: 9.95788 1.71475 1.46592  -0.742
H: 2.67210 2.50304 2.08183  -0.086
H: 2.04600 2.67844 3.70837  -0.186
H: 2.34033 1.02601 3.01815  -0.113
H: 4.25053 0.35017 4.65142  -0.117
H: 3.57989 1.70163 5.58392  0.521
H: 5.83579 1.34726 6.24490  0.407
H: 5.81498 2.85792 5.39014  0.442
H: 6.43478 1.54036 3.38157  0.012
H: 8.40097 1.32909 5.54939  0.402
H: 8.09483 2.87750 4.74215  0.369
H: 8.93137 0.22356 3.46761  0.313
H: 10.06032 1.34067 4.08637  0.515
H: 10.18840 2.62663 0.91866  0.254
H: 9.57243 0.95763 0.77572  0.217
H: 10.84901 1.30807 1.95161  0.345
C: 5.25491 -5.01423 -6.63869  -0.804
O: 4.01283 -4.98149 -5.93760  -0.247
C: 3.64425 -6.26383 -5.45919  -0.648
C: 2.33552 -6.13843 -4.68926  -0.527
N: 2.49360 -5.39921 -3.44751  -0.421
C: 1.18329 -5.09854 -2.87474  -0.495
C: 1.37466 -4.16551 -1.68960  -0.534
O: 2.00229 -2.96000 -2.10353  -0.373
C: 2.05135 -2.03385 -1.04141  0.159
H: 5.33554 -5.79224 -7.39891  0.295
H: 6.04272 -5.10418 -5.88475  0.336
H: 5.31374 -4.02765 -7.09641  0.223
H: 4.41037 -6.63075 -4.76722  0.326
H: 3.49945 -7.00362 -6.25271  0.453
H: 2.05974 -7.19106 -4.54392  0.364
H: 1.52506 -5.76802 -5.32983  0.320
H: 2.86420 -4.47211 -3.65182  0.263
H: 0.73627 -6.01379 -2.47095  0.371
H: 0.41014 -4.68062 -3.53563  0.130
H: 2.03201 -4.69592 -0.99152  0.470
H: 0.42709 -3.94473 -1.19062  0.389
H: 2.81389 -2.32307 -0.30873  0.358
H: 1.09770 -1.88353 -0.52979  0.180
H: 2.32385 -1.06658 -1.45435  -0.558
C: -4.76283 -0.18017 -0.66145  -0.271
O: -5.87872 -0.28786 -1.52046  -0.447
C: -5.58268 -1.03927 -2.67984  -0.570
C: -4.62985 -0.28715 -3.57399  0.325
N: -4.48320 -0.88325 -4.91008  -0.355
C: -3.51786 -0.19282 -5.76558  0.653
C: -4.07084 1.10010 -6.32635  -0.640
O: -5.27006 0.82559 -7.04247  -0.330
C: -5.66193 1.80248 -7.94737  -0.795
H: -5.01885 0.37088 0.24269  0.388
H: -3.86583 0.27866 -1.07721  -0.345
H: -4.50668 -1.17719 -0.28434  0.369
H: -6.55047 -1.13205 -3.18177  0.375
H: -5.21789 -2.05735 -2.49647  0.271
H: -3.63695 -0.21331 -3.12441  -0.442
H: -5.03299 0.73048 -3.66794  0.198
H: -5.38838 -0.82079 -5.36342  0.441
H: -3.36695 -0.90261 -6.58603  0.240
H: -2.54239 0.02647 -5.33194  -0.921
H: -3.37298 1.51474 -7.06449  0.574
H: -4.29046 1.80877 -5.52306  0.160
H: -6.66053 1.62819 -8.34361  0.261
H: -4.90455 1.91736 -8.73402  0.309
H: -5.75328 2.81349 -7.51577  0.307

Forces on atoms 1 to 3 (eV/Å):
-0.2 1.2 -0.1
0.6 -0.2 -0.2
0.0 -0.7 -0.2

***

(4)
The following is a quantum chemistry calculation of C6H12N2O2 in the gas phase in a non-equilibrium geometry, from OMol25.

Values from the calculation:
E ... -495.82335 Ha
Spin multiplicity ... 1
Highest occupied orbital energy ... -9.43 eV
SMILES ... CC(C)[C@@H](/N=C\N)C(=O)O

Each line ends with the Mulliken charge.
Geometry (Å):
C: -0.70530 -2.21456 0.39906  -1.517
C: 0.41404 -1.17515 0.44729  0.658
C: 1.70222 -1.75289 -0.13687  -1.451
C: -0.04397 0.14129 -0.24037  0.264
N: -1.18959 0.70384 0.44726  -0.635
C: -1.74154 1.80006 0.06930  -0.023
N: -1.36320 2.62621 -0.92510  -0.321
C: 1.05739 1.20532 -0.17130  0.093
O: 1.77130 1.52300 -1.09503  -0.570
O: 1.19853 1.76146 1.04197  -0.467
H: -0.37259 -3.14843 0.87348  0.408
H: -1.60705 -1.87577 0.92536  0.363
H: -0.97530 -2.44662 -0.64324  0.349
H: 0.59613 -0.91941 1.50451  0.083
H: 2.55472 -1.07256 -0.02144  0.378
H: 1.95055 -2.68993 0.38059  0.408
H: 1.58409 -1.97662 -1.20788  0.322
H: -0.20250 -0.05720 -1.31508  0.376
H: -2.64431 2.12505 0.59781  0.392
H: -2.04716 3.20714 -1.38500  0.213
H: -0.38254 2.85534 -1.11100  0.204
H: 0.44608 1.38043 1.56567  0.474

Forces on atoms 1 to 3 (eV/Å):
-0.2 -0.1 0.0
-0.2 0.2 0.2
0.1 0.1 -0.1

***

(5)
The following is a quantum chemistry calculation of 2 unconnected molecules or ions with the total composition C4H10NO3 in a non-equilibrium geometry, from OMol25.

Values from the calculation:
Net charge ... +1
E ... -438.45278 Ha
Spin multiplicity ... 1
Highest occupied orbital energy ... -12.48 eV

Each line ends with the Mulliken charge.
Geometry (Å):
O: -0.61485 0.97690 0.55693  -0.449
C: 0.45553 1.59600 0.57911  0.629
O: 0.55758 2.90076 1.06433  -0.401
C: 1.68910 1.10619 0.14022  -0.285
C: 1.85975 -0.22504 -0.75645  0.649
C: 2.71291 -1.22191 -0.11907  -1.318
O: 0.63196 -0.91598 -0.83865  -0.481
N: -4.84392 -0.99962 -0.22918  -0.696
H: -0.20480 3.14372 1.62987  0.392
H: 2.68646 1.38933 0.42183  0.499
H: 2.17374 -0.05080 -1.83543  0.307
H: 3.80156 -1.24034 -0.18308  0.378
H: 2.34954 -2.16222 -0.38896  0.381
H: 2.68902 -1.08336 1.03973  0.333
H: -0.09763 -0.38816 -0.49420  0.355
H: -5.14123 -0.36501 -0.95327  0.225
H: -5.47003 -1.82463 -0.33008  0.244
H: -5.23469 -0.63584 0.69636  0.238

Forces on atoms 1 to 3 (eV/Å):
2.6 0.6 -0.1
-4.7 3.7 2.3
0.4 -2.5 -0.5